(1)
This record from the Open Molecules 2025 dataset describes the molecule C5H10N2 in a non-equilibrium geometry. The level of theory is ωB97M-V with the def2-TZVPD basis set.

Properties
**SMILES**: C[C@H]1N[C@H]1[C@H]1CN1
**Highest occupied orbital energy**: -9.326 eV
**Energy above the lowest of the compared OMol25 structures with the same formula, charge and spin**: 2.343 eV

Structure (ORCA input):
```
! RIJCOSX wB97M-V def2-TZVPD def2/J DEFGRID3
* xyz 0 1
C 0.98 0.27 1.83
C 1.52 0.26 0.42
N 1.30 -0.89 -0.47
C 0.62 0.35 -0.76
C -0.86 0.56 -0.71
C -1.80 -0.31 -1.43
N -1.87 -0.39 0.00
H 1.54 -0.42 2.46
H -0.08 0.01 1.87
H 1.09 1.27 2.27
H 2.53 0.67 0.32
H 0.68 -1.57 -0.04
H 0.85 0.84 -1.72
H -1.14 1.59 -0.50
H -2.67 0.10 -1.90
H -1.34 -1.13 -1.97
H -1.37 -1.21 0.33
*
```

(2)
This record from the Open Molecules 2025 dataset describes a structure of composition C23H59Cl3N6O6 in a non-equilibrium geometry. The level of theory is ωB97M-V with the def2-TZVPD basis set.

Properties
**Highest occupied orbital energy**: -7.710 eV
**Energy above the lowest of the compared OMol25 structures with the same formula, charge and spin**: 34.246 eV

Structure (ORCA input):
```
! RIJCOSX wB97M-V def2-TZVPD def2/J DEFGRID3
* xyz 0 1
C -0.15 -2.05 3.85
Cl -0.43 -3.72 4.29
Cl -1.49 -0.77 4.06
Cl 0.35 -2.00 2.17
H 0.80 -1.78 4.31
C -1.85 0.82 1.50
C -0.39 0.91 1.09
C 0.32 -0.37 0.46
O -0.19 -0.60 -0.90
C 0.37 -1.70 -1.60
N -0.34 1.87 0.04
H -1.89 0.21 2.41
H -2.47 0.22 0.84
H -2.48 1.69 1.67
H 0.23 1.41 1.83
H 0.06 -1.28 1.00
H 1.40 -0.29 0.43
H 1.40 -1.57 -1.92
H 0.00 -1.86 -2.62
H 0.37 -2.62 -1.02
H -0.89 1.40 -0.66
H 0.61 1.96 -0.29
C 6.51 -1.40 1.94
C 5.39 -2.30 1.50
C 4.27 -1.58 0.78
O 3.73 -0.55 1.55
C 2.29 -0.45 1.54
N 5.94 -3.29 0.55
H 7.12 -1.02 1.12
H 7.10 -1.96 2.66
H 6.08 -0.47 2.31
H 4.91 -2.77 2.36
H 3.50 -2.29 0.51
H 4.60 -1.22 -0.20
H 2.02 0.61 1.56
H 1.78 -1.06 2.28
H 1.84 -0.90 0.66
H 6.81 -3.57 0.98
H 5.29 -4.07 0.55
C -1.63 5.23 0.00
C -2.69 4.58 0.92
C -2.44 5.00 2.41
O -1.35 4.34 2.99
C -1.58 2.87 3.15
N -3.95 5.09 0.31
H -1.85 6.29 0.00
H -1.56 5.02 -1.07
H -0.65 4.97 0.41
H -2.47 3.52 0.91
H -3.40 4.80 2.89
H -2.31 6.08 2.34
H -0.56 2.66 3.47
H -1.67 2.29 2.23
H -2.30 2.67 3.94
H -3.73 6.06 0.11
H -4.67 5.07 1.02
C 0.54 2.07 -6.13
C -0.85 1.78 -5.48
C -0.57 0.86 -4.19
O -1.80 0.73 -3.49
C -1.59 0.44 -2.10
N -1.33 3.14 -5.08
H 0.76 1.13 -6.64
H 1.38 2.28 -5.48
H 0.34 2.75 -6.96
H -1.57 1.29 -6.14
H 0.11 1.36 -3.49
H -0.30 -0.19 -4.36
H -2.43 0.35 -1.41
H -0.96 1.24 -1.71
H -0.92 -0.41 -2.02
H -0.56 3.43 -4.50
H -2.01 2.93 -4.36
C 2.98 -2.84 -2.53
O 2.70 -1.73 -2.13
N 1.96 -3.78 -2.83
C 2.19 -5.13 -3.10
C 0.61 -3.23 -2.59
H 4.05 -3.03 -2.74
H 2.58 -5.65 -2.22
H 2.89 -5.12 -3.93
H 1.37 -5.67 -3.58
H 0.53 -2.82 -1.58
H 0.30 -2.35 -3.15
H -0.23 -3.92 -2.56
C -3.47 -2.66 4.12
O -3.10 -3.83 3.94
N -3.56 -1.67 3.26
C -4.27 -0.43 3.52
C -3.16 -1.76 1.81
H -3.93 -2.33 5.07
H -3.53 0.35 3.33
H -4.62 -0.24 4.54
H -5.13 -0.37 2.85
H -2.40 -0.99 1.74
H -2.73 -2.72 1.52
H -3.92 -1.36 1.13
*
```

(3)
This record from the Open Molecules 2025 dataset describes a structure of composition C30H36IrN5S3Si in a non-equilibrium geometry. The level of theory is ωB97M-V with the def2-TZVPD basis set.

Properties
**Highest occupied orbital energy**: -6.856 eV
**Energy above the lowest of the compared OMol25 structures with the same formula, charge and spin**: 0.000 eV

Structure (ORCA input):
```
! RIJCOSX wB97M-V def2-TZVPD def2/J DEFGRID3
* xyz 0 1
Ir 0.01 -0.10 0.29
S 1.10 -1.86 -1.07
C 1.02 -0.57 -2.18
N 0.41 0.48 -1.73
C 0.53 1.58 -2.58
C 0.10 2.88 -2.36
C 0.37 3.84 -3.32
C 1.06 3.52 -4.49
C 1.49 2.23 -4.72
C 1.21 1.26 -3.76
S 1.70 -0.42 -3.76
H -0.40 3.13 -1.44
H 0.04 4.86 -3.15
H 1.29 4.30 -5.20
H 2.03 1.97 -5.62
C -2.64 -1.16 2.20
Si -1.83 -1.47 0.52
C -1.56 -3.33 0.50
C -3.19 -1.10 -0.75
C -2.99 -0.23 -1.83
C -4.01 0.03 -2.75
C -5.25 -0.59 -2.60
C -5.46 -1.46 -1.54
C -4.44 -1.71 -0.63
H -3.38 -1.94 2.40
H -3.15 -0.20 2.25
H -1.89 -1.19 2.99
H -2.43 -3.82 0.06
H -1.42 -3.70 1.51
H -0.69 -3.63 -0.09
H -2.03 0.23 -1.97
H -3.83 0.69 -3.58
H -6.04 -0.39 -3.31
H -6.42 -1.94 -1.42
H -4.63 -2.39 0.20
C -4.64 1.94 1.11
C -3.59 2.65 0.25
C -2.30 1.95 0.30
N -1.28 1.42 0.34
H -5.58 2.47 1.03
H -4.34 1.92 2.15
H -4.78 0.91 0.76
H -3.43 3.68 0.57
H -3.90 2.67 -0.80
C 1.53 -2.75 2.07
C 1.13 -1.50 2.79
C 1.38 -1.26 4.13
C 0.75 -0.03 4.45
C 0.17 0.44 3.30
C -0.62 1.70 3.18
N 0.41 -0.44 2.25
H 0.69 -3.43 1.94
H 2.27 -3.28 2.67
H 1.94 -2.56 1.09
H 1.91 -1.91 4.79
H 0.73 0.47 5.41
H -0.62 2.20 4.15
H -1.66 1.50 2.91
H -0.20 2.38 2.45
C 5.15 -1.79 2.11
C 4.71 -0.96 0.96
C 5.27 -0.99 -0.28
C 4.75 -0.13 -1.27
N 3.76 0.72 -1.03
C 3.21 0.76 0.20
S 2.01 1.84 0.67
N 3.69 -0.11 1.15
C 5.32 -0.13 -2.65
H 6.11 -2.27 1.90
H 4.41 -2.56 2.32
H 5.26 -1.18 3.01
H 6.10 -1.65 -0.50
H 3.20 -0.08 2.05
H 6.41 -0.03 -2.61
H 4.90 0.68 -3.23
H 5.10 -1.08 -3.14
*
```

(4)
This record from the Open Molecules 2025 dataset describes the molecule C3H7N3S in a non-equilibrium geometry. The level of theory is ωB97M-V with the def2-TZVPD basis set.

Properties
**SMILES**: C/C=N/N=C\NS
**Highest occupied orbital energy**: -8.531 eV
**Energy above the lowest of the compared OMol25 structures with the same formula, charge and spin**: 4.823 eV

Structure (ORCA input):
```
! RIJCOSX wB97M-V def2-TZVPD def2/J DEFGRID3
* xyz 0 1
C 2.59 0.02 0.26
C 1.41 -0.25 -0.63
C -1.90 -0.22 -0.98
H 3.47 -0.91 0.36
H 3.20 1.05 -0.22
H 2.15 0.42 1.41
H 1.33 -0.25 -1.73
H -2.58 -0.26 -1.78
H -3.47 0.60 0.41
H -1.39 -0.28 2.32
N 0.24 -0.45 -0.09
N -0.67 -0.42 -1.28
N -2.54 0.08 0.26
S -1.85 0.87 1.70
*
```

(5)
This record from the Open Molecules 2025 dataset describes a cluster of 10 separate species, C14H48N4O10 in total in a non-equilibrium geometry. The level of theory is ωB97M-V with the def2-TZVPD basis set.

Properties
**SMILES**: NC(N)=O.NC(N)=O.CCO.CCO.CCO.CCO.CO.CO.CO.CO
**Highest occupied orbital energy**: -9.100 eV
**Energy above the lowest of the compared OMol25 structures with the same formula, charge and spin**: 5.658 eV

Structure (ORCA input):
```
! RIJCOSX wB97M-V def2-TZVPD def2/J DEFGRID3
* xyz 0 1
C -3.66 -1.13 -1.98
O -3.48 -0.87 -0.81
N -4.42 -2.07 -2.36
N -3.05 -0.63 -3.01
H -4.83 -2.63 -1.63
H -4.62 -2.22 -3.34
H -3.24 -1.07 -3.90
H -2.15 -0.22 -2.77
C -0.50 2.40 -3.54
O 0.59 2.55 -4.09
N -1.42 3.27 -3.56
N -0.84 1.43 -2.73
H -2.34 3.06 -3.20
H -1.27 4.04 -4.19
H -0.21 0.64 -2.83
H -1.74 1.45 -2.29
C -0.60 -0.18 1.20
C 0.60 0.48 0.60
O 1.65 0.06 1.44
H -1.45 -0.09 0.53
H -0.89 0.41 2.07
H -0.56 -1.22 1.53
H 0.56 1.56 0.73
H 0.83 0.03 -0.37
H 2.42 0.39 0.97
C -3.79 -2.30 2.62
C -3.37 -3.52 1.81
O -3.15 -4.70 2.61
H -3.18 -2.19 3.52
H -4.81 -2.39 3.00
H -3.78 -1.32 2.14
H -2.46 -3.37 1.24
H -4.12 -3.75 1.06
H -2.54 -5.32 2.21
C -2.35 3.48 0.37
C -3.56 2.63 0.34
O -3.46 1.98 -0.91
H -1.49 3.03 -0.14
H -1.98 3.56 1.39
H -2.55 4.53 0.15
H -4.47 3.20 0.54
H -3.60 1.94 1.18
H -3.74 1.06 -0.96
C 0.44 -2.64 -2.10
C 1.18 -1.90 -3.17
O 0.42 -0.88 -3.78
H 0.99 -3.56 -1.92
H -0.58 -2.95 -2.31
H 0.48 -2.20 -1.10
H 1.39 -2.70 -3.89
H 2.11 -1.47 -2.82
H 0.00 -1.26 -4.55
C 5.04 1.99 -0.73
O 4.07 1.26 -0.09
H 5.00 1.72 -1.78
H 4.82 3.05 -0.82
H 6.05 1.84 -0.34
H 4.31 1.14 0.83
C 1.14 2.81 3.97
O 1.47 4.15 4.47
H 1.04 2.92 2.89
H 1.81 1.95 4.08
H 0.15 2.46 4.27
H 2.35 4.28 4.10
C 3.62 -2.66 -0.03
O 3.47 -4.10 -0.10
H 3.57 -2.31 1.00
H 4.43 -2.22 -0.62
H 2.65 -2.31 -0.36
H 4.32 -4.55 -0.09
C 4.44 0.01 3.41
O 4.58 1.22 2.70
H 5.38 -0.25 3.89
H 3.69 0.30 4.15
H 4.17 -0.91 2.90
H 5.02 1.77 3.34
*
```

(6)
This record from the Open Molecules 2025 dataset describes a cluster of 3 separate species, C16H42N3O in total. The level of theory is ωB97M-V with the def2-TZVPD basis set.

Properties
**Highest occupied orbital energy**: -9.956 eV
**Energy above the lowest of the compared OMol25 structures with the same formula, charge and spin**: 0.000 eV

Structure (ORCA input):
```
! RIJCOSX wB97M-V def2-TZVPD def2/J DEFGRID3
* xyz 1 1
C -0.25 -1.78 2.06
C -0.53 -0.29 1.91
C -1.88 0.17 2.47
O -2.86 -0.88 2.64
C -3.42 -1.43 1.53
N -4.15 -0.37 0.68
H 0.80 -1.97 1.83
H -0.43 -2.13 3.07
H -0.82 -2.39 1.36
H 0.24 0.26 2.46
H -0.42 0.02 0.87
H -2.32 0.97 1.86
H -1.78 0.60 3.47
H -4.20 -2.12 1.85
H -2.72 -1.91 0.85
H -4.75 0.21 1.27
H -4.73 -0.83 -0.03
H -3.50 0.24 0.19
C 1.90 3.94 -0.71
C 3.11 4.19 0.19
N 2.87 3.81 1.57
C 3.87 4.32 2.50
C 5.31 3.82 2.35
C 2.45 2.44 1.79
C 3.34 1.31 1.26
H 1.01 4.41 -0.28
H 2.08 4.36 -1.70
H 1.70 2.87 -0.84
H 3.34 5.25 0.19
H 3.98 3.69 -0.25
H 3.51 4.12 3.51
H 3.87 5.41 2.39
H 5.42 2.79 2.68
H 5.97 4.43 2.97
H 5.66 3.89 1.32
H 1.46 2.33 1.33
H 2.30 2.31 2.86
H 3.67 1.50 0.23
H 2.79 0.37 1.26
H 4.23 1.17 1.87
C -2.44 -2.43 -4.94
C -1.35 -2.76 -3.93
N -1.42 -1.95 -2.72
C -0.23 -2.01 -1.89
C 0.16 -3.35 -1.27
C -2.69 -1.98 -2.02
C -3.22 -3.32 -1.50
H -2.45 -1.36 -5.15
H -2.26 -2.96 -5.87
H -3.43 -2.72 -4.59
H -0.37 -2.56 -4.38
H -1.38 -3.84 -3.72
H -0.37 -1.27 -1.10
H 0.61 -1.65 -2.50
H -0.54 -3.66 -0.49
H 1.14 -3.26 -0.80
H 0.24 -4.16 -2.00
H -3.45 -1.53 -2.66
H -2.56 -1.29 -1.17
H -3.19 -4.08 -2.29
H -4.27 -3.23 -1.21
H -2.66 -3.71 -0.65
*
```

Total energy values, unit eV, following the record order: -8324.9905; -83562.7990; -82370.3857; -18525.6476; -41728.1209; -23783.4535.
HOMO-LUMO gap values, unit eV, following the record order: 10.506; 7.769; 6.991; 9.186; 9.292; 6.514.